# C3H4N2O2

One molecule with the formula C3H4N2O2 (wB97M-V/def2-TZVPD, OMol25).

The calculation puts the largest force on an atom at 1.31 eV Å⁻¹. The HOMO-LUMO gap is 9.3 eV. Its SMILES is Oc1c[nH]c(O)n1. The calculation puts the HOMO energy at -8.4872 eV. Its lowest unoccupied orbital energy is 0.77 eV. The energy above the lowest of the compared OMol25 structures with the same formula, charge and spin is 181.7 kJ/mol.

```
! RIJCOSX wB97M-V def2-TZVPD def2/J DEFGRID3
* xyz 0 1
H 1.4941 -1.7775 -0.3219
C 0.7635 -1.0065 -0.6018
C -1.0912 0.2172 -0.3492
H -1.4586 -1.6404 -1.0444
H 2.6080 1.0597 -0.9135
O -2.3802 0.5821 -0.2653
C 1.0054 0.2911 -0.2638
N -0.1159 1.0467 -0.1058
O 2.2392 0.8308 -0.0508
H -2.3299 1.4801 0.1072
N -0.7177 -1.0391 -0.6663
*
```


# C3H4N2O2

C3H4N2O2 as an isolated structure (wB97M-V/def2-TZVPD, OMol25).

The calculation puts the largest force on an atom at 3.31 eV Å⁻¹. The HOMO-LUMO gap is 9.3 eV. The calculation puts the HOMO energy at -9.1903 eV. Its lowest unoccupied orbital energy is 0.15 eV. The energy above the lowest of the compared OMol25 structures with the same formula, charge and spin is 372.7 kJ/mol.

```
! RIJCOSX wB97M-V def2-TZVPD def2/J DEFGRID3
* xyz 0 1
O 0.3346 -0.8913 1.7412
H -1.0759 0.2647 -1.7412
H 0.1590 1.5497 -1.6019
C -0.0447 0.4990 -1.4280
C -0.8462 -0.1824 1.5539
C 1.0415 -0.5673 0.5918
N -0.8035 0.8675 0.8390
H 0.6519 -0.1427 -1.9653
H -1.7348 -0.7324 1.8012
O 2.1232 -0.9647 0.2565
N 0.1768 0.2717 -0.0415
*
```


# C3H4N2O2

One molecule with the formula C3H4N2O2 (wB97M-V/def2-TZVPD, OMol25).

The calculation puts the largest force on an atom at 3.48 eV Å⁻¹. The HOMO-LUMO gap is 11.4 eV. Its SMILES is Cc1nc(O)no1. The calculation puts the HOMO energy at -10.5678 eV. Its lowest unoccupied orbital energy is 0.80 eV. The energy above the lowest of the compared OMol25 structures with the same formula, charge and spin is 253.2 kJ/mol.

```
! RIJCOSX wB97M-V def2-TZVPD def2/J DEFGRID3
* xyz 0 1
N -0.5473 -0.5605 1.1374
O 0.5375 0.3943 1.0946
H -2.1107 -2.0311 0.2703
H 2.7324 1.5395 -0.1446
C 1.6938 1.7567 -0.4337
C -0.8425 -0.7205 -0.0816
H 1.2363 2.6357 -0.0539
N -0.0003 -0.0012 -0.9946
H 1.6857 1.9966 -1.5118
C 0.7761 0.6618 -0.1843
O -1.7218 -1.6938 -0.5147
*
```


# C3H4N2O2

One molecule with the formula C3H4N2O2 (wB97M-V/def2-TZVPD, OMol25).

The calculation puts the largest force on an atom at 5.45 eV Å⁻¹. The HOMO-LUMO gap is 11.0 eV. Its SMILES is O=C1CNC(=O)N1. The calculation puts the HOMO energy at -10.3821 eV. Its lowest unoccupied orbital energy is 0.66 eV. The energy above the lowest of the compared OMol25 structures with the same formula, charge and spin is 134.3 kJ/mol.

```
! RIJCOSX wB97M-V def2-TZVPD def2/J DEFGRID3
* xyz 0 1
N -0.0528 -1.2881 -0.2548
H 1.7633 1.2974 -0.1307
C -0.5728 1.0243 0.0290
H -0.7690 1.4682 0.9047
H -0.0060 -2.2615 -0.2476
C 1.1962 -0.4411 -0.0529
C -1.1744 -0.4862 0.0388
H -1.1558 1.6008 -0.7828
N 0.8900 0.8203 -0.0043
O -2.3592 -0.7890 0.2231
O 2.2404 -0.9450 0.2774
*
```


# C3H4N2O2S

One molecule with the formula C3H4N2O2S (wB97M-V/def2-TZVPD, OMol25).

The calculation puts the largest force on an atom at 0.85 eV Å⁻¹. The HOMO-LUMO gap is 9.9 eV. Its SMILES is [H]/N=C(/NC=O)SC=O. The calculation puts the HOMO energy at -9.8463 eV. Its lowest unoccupied orbital energy is 0.10 eV. The energy above the lowest of the compared OMol25 structures with the same formula, charge and spin is 101.9 kJ/mol.

```
! RIJCOSX wB97M-V def2-TZVPD def2/J DEFGRID3
* xyz 0 1
C -2.0940 -0.9999 -0.0032
H -0.0702 -1.3107 0.0223
S 1.4864 0.9464 0.0023
O -3.0738 -0.3171 0.0001
N -1.0896 1.7241 0.0006
C 2.2772 -0.6306 -0.0012
H -2.1373 -2.1120 0.0172
O 1.7731 -1.7270 -0.0022
H -0.5714 2.6020 -0.0196
H 3.3507 -0.4482 -0.0071
C -0.3323 0.7251 0.0016
N -0.7752 -0.5937 -0.0029
*
```


# C3H4N2O2S

One molecule with the formula C3H4N2O2S (wB97M-V/def2-TZVPD, OMol25).

The calculation puts the largest force on an atom at 3.15 eV Å⁻¹. The HOMO-LUMO gap (alpha / beta) is 7.4 / 6.8 eV. The calculation puts the HOMO energy (alpha / beta) at -9.8388 / -9.5616 eV. Its lowest unoccupied orbital energy (alpha / beta) is -2.43 / -2.74 eV. The energy above the lowest of the compared OMol25 structures with the same formula, charge and spin is 751.4 kJ/mol.

```
! RIJCOSX wB97M-V def2-TZVPD def2/J DEFGRID3
* xyz 0 1
C 1.8691 0.2786 0.5659
O -2.4342 1.4013 -0.5527
N 1.4229 -0.7882 0.1220
C -0.8197 -0.0473 -0.8590
C 0.0781 -1.1642 -0.3614
S 1.2595 1.8735 0.7448
H 0.0514 -2.0416 -0.9950
O -1.7092 0.2896 1.2032
H -0.7305 0.5333 -1.7417
H -0.1997 -1.3435 0.7178
H 2.8485 0.3957 1.1384
N -1.6362 0.6128 0.0179
*
```


# C3H4N2O2S

One molecule with the formula C3H4N2O2S (wB97M-V/def2-TZVPD, OMol25).

The calculation puts the largest force on an atom at 4.80 eV Å⁻¹. The HOMO-LUMO gap is 8.6 eV. Its SMILES is O/N=C1/CONC1=S. The calculation puts the HOMO energy at -9.2651 eV. Its lowest unoccupied orbital energy is -0.67 eV. The energy above the lowest of the compared OMol25 structures with the same formula, charge and spin is 541.0 kJ/mol.

```
! RIJCOSX wB97M-V def2-TZVPD def2/J DEFGRID3
* xyz 0 1
H 1.9262 1.0569 -0.6695
H 0.5072 -2.5345 -0.2349
S -2.0537 -1.5599 0.0639
C 1.4063 0.5923 0.1205
O -2.2177 1.4632 0.0106
N 0.5833 -1.4596 -0.0916
H 1.7550 1.1375 1.1325
C -0.1031 0.6527 -0.0727
O 1.9249 -0.7159 0.0045
H -2.3043 0.4309 -0.1024
N -0.8884 1.7190 -0.0862
C -0.5355 -0.7825 -0.0747
*
```


# C3H4N2O3

One molecule with the formula C3H4N2O3 (wB97M-V/def2-TZVPD, OMol25).

The calculation puts the largest force on an atom at 9.09 eV Å⁻¹. The HOMO-LUMO gap is 9.4 eV. Its SMILES is O=C1CNNC(=O)O1. The calculation puts the HOMO energy at -9.4612 eV. Its lowest unoccupied orbital energy is -0.02 eV. The energy above the lowest of the compared OMol25 structures with the same formula, charge and spin is 388.6 kJ/mol.

```
! RIJCOSX wB97M-V def2-TZVPD def2/J DEFGRID3
* xyz 0 1
H -0.0344 0.2519 2.4505
O -1.6197 1.2659 1.7536
H 0.7507 -1.7895 0.6600
N 0.9484 -0.7507 0.4877
H 1.3440 0.8476 -0.9672
O -0.7761 -0.1280 -2.4102
C 0.9301 -0.1359 -0.7384
C -1.0598 0.6138 0.7465
C -0.4732 -0.0680 -1.2416
O -1.4787 0.7002 -0.5517
H 1.5132 -0.6546 -1.5232
N -0.0446 -0.1527 1.3341
*
```